Record 1
{"formula": "C3H10NPSi", "method": "ωB97M-V/def2-TZVPD", "elements": ["C", "C", "C", "N", "Si", "P", "H", "H", "H", "H", "H", "H", "H", "H", "H", "H"], "coordinates": [[-1.78097, -0.64560, 0.27100], [0.90800, 0.10086, 1.67271], [0.16871, 1.10516, -1.22335], [1.79975, -1.62207, -2.06342], [0.10923, -0.32041, 0.03967], [1.08641, -2.36231, -0.92061], [-2.06804, -0.55961, 1.25302], [-2.33778, 0.15324, -0.28791], [-1.97888, -1.66376, -0.16946], [0.32668, 0.76303, 2.17412], [0.94268, -0.77549, 2.41675], [1.91985, 0.42763, 1.63558], [1.31670, 1.38602, -1.49381], [-0.18909, 0.80528, -2.15859], [-0.41531, 2.03135, -0.94439], [2.48886, -1.96936, -2.66501]], "forces_ev_per_a": [[1.1, -0.1, -3.1], [1.1, -3.7, 0.1], [3.2, 1.4, 0.9], [-0.2, 2.0, 0.1], [-0.9, -0.4, -0.9], [-0.8, 0.5, 1.3], [-0.8, -0.2, 2.4], [0.4, -0.9, 0.2], [-0.3, 1.1, 0.6], [-1.7, 2.5, 1.4], [-0.1, 0.8, -1.3], [0.8, 0.5, -0.3], [-2.6, -0.4, 0.9], [-0.8, -0.8, -1.5], [0.8, -1.0, 0.0], [0.8, -1.3, -1.0]], "nbo_charge": [-1.0860, -1.1092, -1.1070, -1.1198, 1.2624, 0.6552, 0.2253, 0.2361, 0.2330, 0.2331, 0.2405, 0.2430, 0.2438, 0.2386, 0.2396, 0.3714], "max_force_ev_per_a": 3.9, "e_homo_ev": -7.8, "relative_energy_kcal_mol": 17.8, "homo_lumo_gap_ev": 7.63, "smiles": "[H]/N=P/[Si](C)(C)C"}

Record 2
{"formula": "C3H10NS", "method": "ωB97M-V/def2-TZVPD", "elements": ["C", "C", "C", "S", "N", "H", "H", "H", "H", "H", "H", "H", "H", "H", "H"], "coordinates": [[-1.43571, 1.11812, 0.20230], [-1.25922, 0.02035, -0.86618], [0.17561, -0.46067, -1.21461], [1.29566, -0.70597, 0.00927], [-1.59290, 0.47730, 1.52179], [-2.34460, 1.63764, -0.07036], [-0.56301, 1.77086, 0.23184], [-1.71990, -0.84373, -0.38154], [-1.77702, 0.22295, -1.78683], [-0.02393, -1.38964, -1.81825], [0.57113, 0.08796, -2.09793], [7.57470, 0.11270, 1.43543], [-1.84022, 1.14525, 2.24922], [-0.67248, 0.16701, 1.76883], [7.60589, 0.51500, 2.05657]], "forces_ev_per_a": [[-0.4, -1.0, 0.6], [1.0, -0.9, 0.6], [-2.4, 1.0, 0.1], [0.4, -0.1, -0.4], [0.1, 0.9, -0.6], [0.0, 0.5, 0.2], [0.3, 0.4, -0.4], [-0.3, 0.0, -0.3], [-0.2, 0.2, -0.3], [0.7, -0.3, 0.1], [0.7, -0.1, 0.1], [0.0, 0.0, 0.0], [-0.3, 0.0, -0.2], [0.3, -0.5, 0.5], [0.0, 0.0, 0.0]], "nbo_charge": [-0.2254, -0.4330, -0.7922, 0.7334, -0.7484, 0.2372, 0.1984, 0.2626, 0.2464, 0.4107, 0.3785, -0.0055, 0.3865, 0.3452, 0.0056], "max_force_ev_per_a": 2.6, "e_homo_ev": -13.9, "relative_energy_kcal_mol": 140.8, "homo_lumo_gap_ev": 4.17, "total_charge": 1}

Record 3
{"formula": "C3H10NS2", "method": "ωB97M-V/def2-TZVPD", "elements": ["C", "C", "C", "N", "S", "S", "H", "H", "H", "H", "H", "H", "H", "H", "H", "H"], "coordinates": [[1.59860, 2.70068, -0.40800], [1.82914, 2.48424, 0.91139], [-0.77893, -0.20119, -0.47726], [-1.42589, -1.34311, -0.57882], [-1.38662, -4.29479, 0.59002], [-1.18449, 1.07143, -1.49026], [1.75737, 1.87921, -1.15342], [1.26985, 3.65393, -0.94745], [1.81741, 3.34165, 1.55398], [2.09105, 1.53903, 1.36407], [-0.00937, -0.04886, 0.31395], [-1.41034, -3.92384, 1.91134], [-2.14449, -1.26815, -1.21995], [-1.30832, -2.24726, 0.10254], [-0.54397, -5.26684, 0.68063], [-0.17100, 1.92387, -1.15276]], "forces_ev_per_a": [[0.1, -0.5, -0.5], [-0.4, 1.1, -2.0], [0.4, -1.0, 1.1], [2.4, -0.2, 3.3], [-1.5, 1.3, 0.7], [-0.1, 0.6, -0.5], [0.0, 0.5, 0.8], [0.8, -1.1, 1.4], [-0.3, 0.2, 0.5], [0.2, -0.1, -0.3], [-0.5, -0.3, -0.8], [0.1, -0.6, -0.7], [-2.0, -0.9, -1.6], [0.0, 2.2, -2.1], [1.2, -0.9, 0.3], [-0.3, -0.4, 0.2]], "nbo_charge": [-0.4699, -0.3395, 0.0157, -0.6731, -0.2721, 0.2153, 0.1908, 0.2326, 0.2160, 0.2051, 0.2578, 0.1800, 0.4072, 0.4481, 0.1825, 0.2035], "max_force_ev_per_a": 4.1, "e_homo_ev": -13.7, "relative_energy_kcal_mol": 58.2, "homo_lumo_gap_ev": 9.23, "total_charge": 1}

Record 4
{"formula": "C3H10NS2", "method": "ωB97M-V/def2-TZVPD", "elements": ["C", "C", "C", "N", "S", "S", "H", "H", "H", "H", "H", "H", "H", "H", "H", "H"], "coordinates": [[-2.16159, 0.59139, 1.40274], [-1.29820, -0.65685, 1.50870], [-0.22484, -0.77491, 0.53033], [-0.01060, 0.06775, -0.41103], [3.59162, 0.21906, -1.45415], [2.33373, -0.10527, -3.05235], [-2.90141, 0.59354, 2.20006], [-2.69803, 0.62685, 0.45535], [-1.55864, 1.49386, 1.51365], [-1.91144, -1.56660, 1.42498], [-0.84861, -0.73856, 2.50835], [0.43155, -1.63885, 0.59175], [0.74012, -0.03617, -1.10205], [2.36340, 1.12607, -3.59238], [-0.60139, 0.89384, -0.49662], [4.75432, -0.09514, -2.02734]], "forces_ev_per_a": [[0.1, 0.0, 0.0], [-0.6, 0.2, 0.4], [0.3, -0.2, -0.3], [-0.1, 0.1, 0.2], [-0.2, 0.1, 0.2], [0.0, 0.0, 0.1], [0.0, 0.0, 0.0], [-0.1, 0.0, 0.0], [0.0, 0.1, 0.0], [0.2, 0.0, 0.0], [0.1, -0.1, -0.1], [0.1, 0.1, -0.1], [-0.1, -0.1, 0.0], [0.0, 0.0, 0.0], [0.1, -0.2, 0.0], [0.2, -0.1, -0.1]], "nbo_charge": [-0.6344, -0.5123, 0.3378, -0.6143, -0.1364, -0.1380, 0.2621, 0.2223, 0.2210, 0.2830, 0.2809, 0.2351, 0.4497, 0.1506, 0.4333, 0.1596], "max_force_ev_per_a": 0.8, "e_homo_ev": -13.2, "relative_energy_kcal_mol": 9.7, "homo_lumo_gap_ev": 8.68, "total_charge": 1}

Record 5
{"formula": "C3H10O", "method": "ωB97M-V/def2-TZVPD", "elements": ["C", "C", "H", "H", "H", "H", "H", "H", "C", "O", "H", "H", "H", "H"], "coordinates": [[-2.33945, -0.13207, -0.53986], [-2.33463, 1.33291, -0.07450], [-3.22794, -0.26434, -1.15702], [-1.55104, -0.26498, -1.27715], [-2.22674, -0.79615, 0.31433], [-1.66838, 1.94585, -0.68981], [-1.97395, 1.46884, 0.94990], [-3.31319, 1.79647, -0.13299], [2.00811, -1.12255, 0.14611], [2.71424, 0.10674, 0.37130], [2.77725, 0.33189, 1.30035], [1.79500, -1.09292, -0.91723], [2.59369, -1.95635, 0.52501], [1.05379, -1.14220, 0.68148]], "forces_ev_per_a": [[0.0, 1.1, -0.5], [0.5, 0.4, 0.1], [-0.3, -0.6, 0.5], [0.4, -0.3, 0.3], [-0.3, -0.3, -0.4], [-0.1, -0.1, 0.0], [-0.1, -0.2, -0.1], [-0.2, 0.0, 0.1], [0.0, 1.1, 0.8], [-0.1, 0.0, -0.3], [-0.1, -0.3, 0.2], [0.2, -0.6, -0.1], [0.1, -0.3, -0.5], [-0.1, 0.1, -0.1]], "nbo_charge": [-0.6189, -0.6113, 0.2079, 0.2051, 0.2086, 0.2043, 0.2017, 0.2022, -0.2460, -0.7334, 0.4643, 0.1892, 0.1663, 0.1600], "max_force_ev_per_a": 1.4, "e_homo_ev": -10.4, "relative_energy_kcal_mol": 18.5, "homo_lumo_gap_ev": 11.33, "smiles": "CC.CO"}

Record 6
{"formula": "C3H10O2", "method": "ωB97M-V/def2-TZVPD", "elements": ["C", "O", "H", "H", "H", "H", "C", "O", "C", "H", "H", "H", "H", "H", "H"], "coordinates": [[1.28966, 2.47868, -0.54916], [0.93599, 1.11626, -1.09441], [2.49727, 2.65237, -0.35185], [0.92587, 2.53236, 0.53113], [0.66648, 3.13989, -1.27080], [1.60839, 0.59264, -0.75679], [-0.41688, -1.08216, 0.18623], [-0.75794, -0.03510, 1.06332], [-1.34121, -2.25777, 0.47019], [0.61464, -1.31370, 0.19037], [-0.74103, -0.84904, -0.91866], [-0.61134, 0.89843, 0.63096], [-1.72114, -2.16227, 1.44057], [-0.74037, -3.20057, 0.58942], [-2.20841, -2.51002, -0.16053]], "forces_ev_per_a": [[0.2, -0.7, 0.4], [-0.6, 3.7, 0.0], [-3.1, -0.3, -1.5], [0.0, 0.2, -1.4], [1.8, -0.5, 1.6], [1.8, -2.0, 0.8], [-3.3, 0.5, -3.3], [0.3, 3.0, -0.7], [1.3, -2.2, 0.3], [1.1, -0.4, 0.2], [1.2, 0.2, 1.8], [-0.2, -3.0, 0.9], [-0.7, 0.4, 1.6], [-0.4, 0.6, -0.5], [0.6, 0.7, -0.2]], "nbo_charge": [-0.2979, -0.7312, 0.1896, 0.1693, 0.2144, 0.4593, -0.0591, -0.7433, -0.6385, 0.1518, 0.1669, 0.4856, 0.2200, 0.2015, 0.2117], "max_force_ev_per_a": 4.7, "e_homo_ev": -10.0, "relative_energy_kcal_mol": 50.3, "homo_lumo_gap_ev": 10.77, "smiles": "CCO.CO"}

Record 7
{"formula": "C3H10O2", "method": "ωB97M-V/def2-TZVPD", "elements": ["C", "O", "H", "H", "H", "H", "C", "O", "C", "H", "H", "H", "H", "H", "H"], "coordinates": [[1.43756, -3.73039, 2.50594], [1.00474, -4.17010, 1.14702], [2.07868, -2.98112, 2.06975], [0.58402, -3.30365, 2.97308], [2.07194, -4.36275, 3.08290], [0.29638, -4.66106, 1.46961], [-0.81671, 1.94315, -1.55543], [-0.08049, 2.20296, -2.72394], [-1.29088, 3.34175, -1.03010], [-1.60776, 1.36308, -1.80074], [-0.30901, 1.36740, -0.78601], [0.88066, 2.34249, -2.68218], [-2.32794, 3.27164, -1.27612], [-1.13808, 3.23131, 0.02706], [-0.78310, 4.14527, -1.42084]], "forces_ev_per_a": [[1.0, 1.6, -3.6], [1.4, 0.1, 1.7], [0.5, 1.0, 1.2], [-0.4, 0.3, 0.9], [-0.1, -1.1, 0.3], [-2.4, -1.9, -0.5], [2.9, 3.3, 0.9], [0.8, -0.7, -1.6], [-0.9, -4.2, 1.2], [-2.6, -1.7, -1.2], [0.7, 0.1, 0.0], [-0.8, -0.2, 0.8], [-0.8, 1.1, 0.1], [-0.3, 0.8, 0.8], [1.1, 1.6, -1.0]], "nbo_charge": [-0.2860, -0.7083, 0.1946, 0.1736, 0.1763, 0.4498, -0.0360, -0.7462, -0.6310, 0.1638, 0.1498, 0.4792, 0.2076, 0.1980, 0.2148], "max_force_ev_per_a": 4.5, "e_homo_ev": -9.9, "relative_energy_kcal_mol": 51.5, "homo_lumo_gap_ev": 10.72, "smiles": "CCO.CO"}

Record 8
{"formula": "C3H10O2S2", "method": "ωB97M-V/def2-TZVPD", "elements": ["C", "C", "O", "C", "S", "S", "H", "H", "H", "H", "H", "H", "H", "H", "H", "H", "O"], "coordinates": [[0.70340, 1.10953, -0.65098], [0.04314, -0.23000, -1.28206], [-0.99864, -0.77400, -0.48527], [-0.43244, 2.08871, -0.14137], [-0.12145, 3.82699, -0.01662], [-0.04307, -3.74453, -0.01654], [1.36882, 0.71178, 0.10562], [1.39482, 1.53077, -1.45802], [0.80900, -1.02411, -1.42075], [-0.47636, -0.05847, -2.30015], [-0.74340, -1.72405, -0.51746], [-1.46192, 1.83331, -0.47010], [-0.90133, 1.71168, 0.95625], [-0.35390, 4.23952, -1.25756], [0.99723, -2.44399, 1.49205], [0.76272, -2.49230, 3.03139], [0.91765, -1.90261, 2.33725]], "forces_ev_per_a": [[-1.2, -1.1, -1.8], [-0.7, 1.0, -0.9], [0.8, 0.3, -0.1], [-1.6, -3.0, 2.7], [0.2, 0.4, 0.6], [0.1, -0.1, -0.2], [-0.1, 0.4, 0.6], [-1.2, -0.1, 1.0], [-0.1, 0.7, 0.0], [1.2, 0.3, 1.1], [-0.5, -0.4, 0.7], [0.8, 0.4, -1.4], [2.3, 1.1, -2.1], [-0.1, -0.2, -0.4], [-0.5, 0.3, 1.0], [-0.4, -1.6, 1.3], [0.8, 1.4, -2.2]], "mulliken_spin": [0.0010, -0.0040, 0.0045, -0.0004, 0.0000, 1.0264, 0.0000, -0.0001, 0.0039, -0.0005, -0.0192, 0.0002, -0.0002, 0.0000, -0.0194, 0.0029, 0.0050], "max_force_ev_per_a": 4.3, "e_homo_ev": [-3.9, -3.5], "relative_energy_kcal_mol": 23.6, "homo_lumo_gap_ev": [6.73, 6.31], "total_charge": -1, "spin_multiplicity": 2}

Record 9
{"formula": "C3H10O2S2", "method": "ωB97M-V/def2-TZVPD", "elements": ["C", "C", "O", "C", "S", "S", "H", "H", "H", "H", "H", "H", "H", "H", "H", "H", "O"], "coordinates": [[-0.70112, 1.26636, 1.49675], [-0.47109, 0.29843, 2.66868], [0.88175, -0.04884, 2.89081], [-0.75347, 0.43908, 0.15841], [0.26228, 1.34937, -1.03262], [0.82013, -0.22586, -2.31819], [0.23815, 1.81742, 1.54745], [-1.66882, 1.73974, 1.62691], [-0.91979, 0.72768, 3.57454], [-0.98707, -0.64710, 2.51436], [1.46153, 0.31556, 2.21863], [-1.75691, 0.31755, -0.24494], [-0.32163, -0.53933, 0.36165], [-0.21847, -0.02931, -3.15229], [-0.31695, -4.07553, -0.42474], [-1.26123, -3.21218, -1.30897], [-0.89193, -3.31025, -0.44424]], "forces_ev_per_a": [[0.1, -2.4, -0.2], [-0.8, -0.2, 0.2], [0.2, 0.1, 0.3], [0.5, 0.8, 0.8], [0.5, -1.0, -0.6], [-0.5, 0.9, 0.2], [-0.6, 1.1, -0.4], [0.4, 0.8, 0.1], [0.5, 0.1, 0.1], [-0.4, -0.1, -0.2], [-0.1, 0.1, -0.1], [0.0, 0.0, 0.2], [0.1, 0.0, -0.4], [0.2, -0.2, -0.1], [0.0, -0.1, -0.3], [-0.1, -0.2, -0.8], [0.1, 0.3, 1.2]], "nbo_charge": [-0.4495, -0.0498, -0.7227, -0.5417, 0.0870, -0.1417, 0.2131, 0.2260, 0.1668, 0.1654, 0.4672, 0.2149, 0.2378, 0.1258, 0.4747, 0.4717, -0.9451], "max_force_ev_per_a": 2.4, "e_homo_ev": -9.2, "relative_energy_kcal_mol": 13.4, "homo_lumo_gap_ev": 9.51, "smiles": "OCCCSS.O"}

Record 10
{"formula": "C3H10O3", "method": "ωB97M-V/def2-TZVPD", "elements": ["C", "O", "C", "C", "O", "H", "H", "H", "H", "H", "H", "H", "H", "H", "H", "O"], "coordinates": [[-0.50430, 0.23555, 0.07745], [-0.93729, -0.33751, 1.30010], [0.99342, 0.01523, -0.08119], [1.68491, 0.99565, -1.03361], [3.08471, 1.02487, -0.77387], [-0.63536, 1.39560, 0.13387], [-1.00485, -0.25442, -0.75676], [-1.68892, -0.93499, 1.25215], [1.20588, -0.89608, -0.62486], [1.56464, 0.17817, 0.83887], [1.27435, 2.01999, -0.84359], [1.51037, 0.67545, -2.05920], [3.51715, 1.46851, -1.50706], [-3.75811, -1.99429, 0.64876], [-2.95709, -1.41757, 1.92950], [-3.34951, -2.17417, 1.49942]], "forces_ev_per_a": [[0.5, 1.4, 0.5], [0.2, 0.2, 0.7], [1.1, 0.7, -1.0], [-0.7, 1.3, 0.3], [-0.1, -0.4, 0.2], [-0.4, -2.0, -0.3], [-0.3, 0.5, -0.2], [0.6, 0.1, -1.0], [0.0, -1.0, 1.0], [-0.5, -0.7, 0.2], [0.1, -0.5, -0.5], [-0.1, 0.3, -0.3], [0.0, 0.0, 0.0], [0.1, 0.6, 0.2], [-0.7, 0.5, 0.0], [0.1, -1.1, 0.1]], "nbo_charge": [-0.0550, -0.7370, -0.4467, -0.0475, -0.7242, 0.1587, 0.1705, 0.4626, 0.2041, 0.2311, 0.1462, 0.1542, 0.4696, 0.4839, 0.4664, -0.9368], "max_force_ev_per_a": 2.0, "e_homo_ev": -10.3, "relative_energy_kcal_mol": 27.9, "homo_lumo_gap_ev": 10.96, "smiles": "OCCCO.O"}

Record 11
{"formula": "C3H10O3S", "method": "ωB97M-V/def2-TZVPD", "elements": ["C", "O", "C", "C", "S", "H", "H", "H", "H", "H", "H", "H", "H", "O", "H", "H", "O"], "coordinates": [[0.41048, -0.75292, -0.17784], [-0.65520, -1.64342, -0.11890], [-0.11293, 0.63688, 0.33641], [-1.23299, 0.79488, 1.31152], [-1.44160, 2.50351, 2.08395], [1.14206, -1.00737, 0.50774], [0.93416, -0.86891, -1.18174], [-0.39568, 1.20114, -0.56472], [0.86420, 1.02675, 0.79752], [-1.00477, 0.09288, 2.08762], [-2.24703, 0.43957, 0.92040], [0.97387, 3.41657, -1.21437], [0.51229, 1.94614, -0.94944], [1.08886, 2.47180, -1.71357], [-0.22751, -2.89405, -0.43926], [1.14945, -3.50438, -0.81421], [0.24236, -3.85906, -0.87110]], "forces_ev_per_a": [[-3.3, -0.7, -0.6], [0.3, -1.0, -0.3], [2.8, 0.6, -1.4], [-1.7, -0.3, 0.5], [0.3, -0.7, -0.6], [2.1, -0.8, 1.8], [-0.4, 1.2, 0.5], [-0.5, -0.1, 0.3], [-1.5, 0.4, -0.6], [0.0, -0.4, 0.8], [1.5, 0.5, 0.1], [0.6, -3.2, -2.0], [2.2, 1.4, -2.6], [-2.0, 2.5, 4.1], [-0.3, 0.2, -0.4], [-0.4, -0.5, -0.2], [0.6, 0.8, 0.5]], "nbo_charge": [-0.0355, -0.9112, -0.4012, -0.4909, -0.8022, 0.0968, 0.1130, 0.1388, 0.1817, 0.1820, 0.1940, 0.4490, 0.4872, -1.0057, 0.4950, 0.4200, -1.1106], "max_force_ev_per_a": 5.2, "e_homo_ev": 0.2, "relative_energy_kcal_mol": 54.8, "homo_lumo_gap_ev": 5.79, "total_charge": -2}

Record 12
{"formula": "C3H10O3S", "method": "ωB97M-V/def2-TZVPD", "elements": ["O", "C", "C", "C", "S", "H", "H", "H", "H", "H", "H", "H", "H", "O", "H", "H", "O"], "coordinates": [[-0.93499, -1.75906, 0.59766], [-1.50122, -0.71674, 0.38320], [-0.77392, 0.35619, -0.37443], [-1.15045, 0.36419, -1.89262], [0.07668, 1.50868, -2.79080], [-2.54761, -0.55385, 0.78710], [0.29612, -0.03472, -0.46313], [-0.99081, 1.30623, 0.13121], [-1.16544, -0.68126, -2.23866], [-2.08051, 0.79466, -2.17869], [1.10011, 0.70170, -2.50605], [3.40707, -0.53305, -0.04181], [2.61427, 0.68511, 0.41694], [3.29574, 0.40490, -0.20197], [0.59726, -0.19343, 2.99376], [-0.15630, -1.30541, 3.73162], [-0.08599, -0.34414, 3.64667]], "forces_ev_per_a": [[-0.4, -0.4, 0.2], [0.0, -0.3, 0.3], [0.2, -0.7, -1.2], [1.2, 0.5, 0.2], [-0.9, -1.3, 0.5], [0.7, 0.1, -0.5], [-1.2, 1.1, 0.9], [0.7, 0.0, -0.4], [0.4, 0.5, -0.2], [-1.0, 0.4, 0.3], [0.3, 0.1, -0.1], [0.0, -0.2, 0.0], [0.0, 0.0, 0.0], [-0.1, 0.2, -0.1], [0.2, -0.1, -0.1], [0.0, 0.3, -0.1], [-0.2, -0.2, 0.2]], "nbo_charge": [-0.5348, 0.4358, -0.5333, -0.4661, -0.0556, 0.1234, 0.2292, 0.2361, 0.2189, 0.2152, 0.1276, 0.4701, 0.4667, -0.9341, 0.4645, 0.4757, -0.9392], "max_force_ev_per_a": 1.8, "e_homo_ev": -9.3, "relative_energy_kcal_mol": 20.5, "homo_lumo_gap_ev": 9.68, "smiles": "O=CCCS.O.O"}